No. 1
{
  "formula": "C9H17F3IInNO5S",
  "method": "wB97M-V/def2-TZVPD",
  "homo_ha": -0.2292,
  "energy_ha": -1969.70532,
  "charge": -1,
  "species": ["N", "C", "O", "In", "C", "C", "C", "I", "S", "O", "O", "C", "F", "F", "F", "H", "H", "H", "H", "H", "H", "H", "C", "O", "C", "C", "O", "C", "H", "H", "H", "H", "H", "H", "H", "H", "H", "H"],
  "xyz": [[3.6043, -5.1103, -1.1609], [2.7986, -4.5434, -1.7852], [1.9212, -3.9273, -2.4536], [1.9336, -1.8252, -2.0875], [3.3983, -0.9215, -3.4165], [4.8273, -1.2322, -2.9826], [5.3092, -0.6442, -1.6575], [4.5034, 1.2586, -1.1160], [-0.3388, -1.0479, -3.0264], [-0.2191, 0.2882, -3.5778], [-0.9244, -2.0584, -3.8881], [-1.6417, -0.8556, -1.6899], [-2.7121, -0.2325, -2.1781], [-2.0240, -2.0296, -1.2046], [-1.1716, -0.1277, -0.6695], [2.0573, -1.5234, -0.3811], [3.2361, -1.3797, -4.3942], [3.2073, 0.1401, -3.5459], [4.8965, -2.3160, -2.8542], [5.5382, -0.9857, -3.7739], [5.1183, -1.3130, -0.8248], [6.3806, -0.4750, -1.6898], [-2.6977, 2.0363, 1.2345], [-2.4258, 2.9247, 2.3095], [-3.5663, 3.2815, 3.0628], [-3.6716, 2.4850, 4.3454], [-3.8864, 1.1065, 4.1044], [-2.7097, 0.3217, 4.1858], [-1.7486, 1.6461, 0.8838], [-3.3315, 1.2054, 1.5517], [-3.1853, 2.5670, 0.4100], [-4.4778, 3.1528, 2.4693], [-3.4741, 4.3430, 3.3175], [-4.5265, 2.8530, 4.9227], [-2.7681, 2.6331, 4.9464], [-2.3999, 0.1942, 5.2295], [-1.8886, 0.7663, 3.6202], [-2.9404, -0.6548, 3.7646]],
  "lowdin_charge": [0.070, -0.599, -0.180, 0.721, -0.343, -0.404, -0.652, 0.753, 0.600, -0.406, -0.407, -0.734, 0.122, 0.125, 0.091, -0.051, 0.044, 0.002, 0.096, 0.097, 0.035, 0.026, -0.100, -0.189, -0.217, -0.214, -0.192, -0.108, 0.078, 0.087, 0.093, 0.125, 0.122, 0.122, 0.124, 0.086, 0.085, 0.090]
}



No. 2
{
  "formula": "C6H12O",
  "method": "wB97M-V/def2-TZVPD",
  "homo_ha": -0.3002,
  "energy_ha": -310.92708,
  "e_above_lowest_kj_mol": 347.1,
  "species": ["C", "C", "O", "C", "C", "C", "C", "H", "H", "H", "H", "H", "H", "H", "H", "H", "H", "H", "H"],
  "xyz": [[-1.4889, 0.7044, -2.4996], [-0.1145, 0.7592, -1.8761], [-0.3035, 0.7055, -0.4842], [0.8742, 0.6556, 0.2862], [0.4931, 0.2139, 1.6895], [0.9930, -1.1122, 2.2764], [-0.3348, -1.6022, 1.9100], [-1.4019, 0.8025, -3.5853], [-1.9727, -0.2461, -2.2514], [-2.0997, 1.5135, -2.0885], [0.4034, 1.6924, -2.1340], [0.5016, -0.0791, -2.2591], [1.5967, 0.0394, -0.2713], [1.4225, 1.6304, 0.4328], [-0.0625, 1.0245, 2.1816], [1.8174, -1.4133, 1.6508], [1.2329, -1.1707, 3.3351], [-0.5353, -2.1417, 0.9852], [-1.0210, -1.9760, 2.7018]],
  "lowdin_charge": [-0.080, -0.307, -0.164, -0.251, -0.059, -0.285, -0.016, 0.075, 0.079, 0.079, 0.119, 0.121, 0.118, 0.134, 0.108, 0.094, 0.101, 0.061, 0.073]
}



No. 3
{
  "formula": "C21H22ClN4OPtS",
  "method": "wB97M-V/def2-TZVPD",
  "homo_ha": [-0.6215, -0.6277],
  "energy_ha": -2084.32520,
  "charge": 3,
  "e_above_lowest_kj_mol": 22.7,
  "spin_multiplicity": 5,
  "species": ["Pt", "Cl", "C", "C", "C", "C", "O", "C", "C", "N", "C", "C", "C", "C", "C", "C", "C", "C", "N", "C", "C", "H", "H", "H", "H", "H", "H", "H", "H", "H", "H", "C", "C", "N", "C", "S", "N", "C", "C", "H", "H", "H", "H", "H", "H", "H", "H", "H", "H", "H", "H"],
  "xyz": [[0.4654, 0.3995, -0.2808], [-4.4260, 2.5958, 4.8101], [-3.3303, 2.4459, 3.5488], [-3.3272, 3.4023, 2.4940], [-2.4474, 3.2882, 1.4719], [-1.5060, 2.1945, 1.4002], [-0.8021, 2.0781, 0.3616], [-1.4554, 1.2791, 2.5383], [-0.3723, 0.3571, 2.7248], [0.6602, 0.2600, 1.9556], [1.9088, -0.2137, 2.3344], [2.3214, -0.2961, 3.6589], [3.6074, -0.7293, 3.9852], [4.5092, -1.0368, 2.9975], [4.1547, -0.8941, 1.6371], [5.0683, -1.1082, 0.5834], [4.6847, -0.8752, -0.7148], [3.3847, -0.4405, -0.9661], [2.5001, -0.2516, 0.0053], [2.8474, -0.4717, 1.3034], [-2.3849, 1.4069, 3.5523], [-4.0295, 4.2256, 2.5216], [-2.4322, 4.0057, 0.6616], [-0.3945, -0.2306, 3.6435], [1.6474, -0.0029, 4.4527], [3.8898, -0.8041, 5.0262], [5.5119, -1.3568, 3.2504], [6.0711, -1.4469, 0.8139], [5.3723, -1.0062, -1.5378], [3.0630, -0.2489, -1.9814], [-2.3630, 0.7199, 4.3902], [-1.5123, 2.2965, -2.9529], [-0.3321, 1.3611, -3.1632], [-0.7320, 0.0561, -3.6853], [-1.0717, -1.0421, -3.0258], [-0.8702, -1.2334, -1.2800], [-1.5675, -2.0798, -3.6721], [-1.8770, -3.4172, -3.1193], [-3.2359, -3.4966, -2.4265], [-1.1555, 3.2779, -2.6428], [-2.2012, 1.9143, -2.1982], [-2.0598, 2.4260, -3.8872], [0.2108, 1.2150, -2.2138], [0.3777, 1.7901, -3.8682], [-0.9203, 0.0525, -4.6820], [-1.7844, -1.9601, -4.6546], [-1.0691, -3.7131, -2.4499], [-1.8743, -4.1001, -3.9657], [-3.3009, -2.8085, -1.5849], [-3.3775, -4.5073, -2.0471], [-4.0440, -3.2759, -3.1226]],
  "mulliken_spin": [1.512, 0.154, 0.271, -0.049, 0.157, 0.136, 0.321, 0.034, 0.009, 0.259, 0.023, 0.038, -0.010, 0.048, -0.011, 0.027, 0.005, 0.001, 0.179, -0.012, 0.075, 0.000, -0.002, 0.023, -0.002, 0.001, 0.001, 0.000, 0.000, 0.005, 0.000, 0.003, 0.082, 0.018, 0.002, 0.665, 0.046, 0.009, 0.004, 0.000, 0.000, 0.006, -0.036, 0.004, 0.000, -0.002, -0.001, 0.001, 0.006, 0.000, 0.000]
}



No. 4
{
  "formula": "C36H47BrF4HfN6PS",
  "method": "wB97M-V/def2-TZVPD",
  "homo_ha": -0.5130,
  "energy_ha": -5488.60645,
  "charge": 3,
  "e_above_lowest_kj_mol": 59.1,
  "species": ["Hf", "N", "C", "C", "N", "C", "C", "N", "H", "H", "H", "H", "H", "H", "H", "H", "H", "H", "H", "H", "H", "F", "C", "C", "F", "C", "F", "C", "P", "C", "C", "C", "C", "C", "C", "C", "C", "C", "C", "C", "C", "C", "Br", "C", "F", "H", "H", "H", "H", "H", "H", "H", "H", "H", "H", "C", "N", "C", "C", "C", "C", "C", "C", "C", "C", "H", "H", "H", "H", "H", "H", "H", "H", "H", "H", "H", "H", "C", "N", "C", "C", "S", "N", "C", "C", "H", "H", "H", "H", "H", "H", "H", "H", "H", "H", "H", "H"],
  "xyz": [[-0.2737, 1.8101, 1.3311], [-0.2820, 3.6325, 2.7640], [-0.1044, 4.9171, 1.9766], [1.1122, 4.7583, 1.0629], [1.2484, 3.4108, 0.4826], [0.9362, 3.4529, -0.9367], [1.0709, 2.1125, -1.6215], [0.4054, 0.9865, -0.8621], [-1.1499, 3.7533, 3.2850], [0.4659, 3.5629, 3.5394], [0.0366, 5.8349, 2.6267], [-0.9582, 5.1109, 1.3179], [2.0128, 4.9443, 1.6209], [1.0617, 5.4989, 0.2449], [2.2435, 3.1043, 0.5507], [1.5519, 4.1934, -1.3955], [-0.0946, 3.9132, -1.0324], [2.1171, 1.8467, -1.7814], [0.6949, 2.2018, -2.6057], [1.1642, 0.2625, -0.8335], [-0.3325, 0.5576, -1.4673], [-2.8010, -6.3877, -1.9915], [-1.7123, -5.5948, -1.8996], [-0.6651, -5.8060, -2.7835], [-0.6155, -6.8160, -3.6368], [0.2542, -4.8482, -2.8641], [1.2651, -4.9195, -3.8197], [0.2505, -3.6677, -2.1084], [1.6651, -2.5119, -1.9859], [2.0566, -2.0762, -3.6884], [3.3716, -1.6588, -3.8972], [3.8673, -1.4744, -5.1678], [3.0060, -1.6983, -6.2599], [1.6840, -2.0503, -6.1035], [1.1838, -2.2124, -4.7890], [3.0243, -3.7232, -1.5785], [3.5315, -3.7311, -0.3008], [4.5350, -4.5991, 0.1125], [5.0361, -5.5293, -0.8294], [4.5574, -5.5740, -2.1412], [3.6436, -4.5997, -2.4881], [-0.8245, -3.4817, -1.2414], [-1.0902, -1.8278, -0.3770], [-1.7743, -4.4717, -1.1297], [-2.8973, -4.2988, -0.4448], [4.0712, -1.5219, -3.0601], [4.9220, -1.2548, -5.4045], [3.4337, -1.5293, -7.2960], [0.9805, -2.1240, -6.9235], [0.0615, -2.2413, -4.5885], [3.1659, -3.0596, 0.4563], [4.8311, -4.6378, 1.1432], [5.8446, -6.2500, -0.5208], [4.9624, -6.2896, -2.9121], [3.3516, -4.5720, -3.5311], [-2.0308, 1.2656, 4.1490], [-0.8443, 0.7812, 3.2894], [-1.1983, -0.5394, 2.7938], [0.4243, 0.5942, 4.0968], [1.6624, 0.5271, 3.2106], [2.9575, 0.5174, 3.7550], [4.0633, 0.4930, 2.9143], [3.9244, 0.2488, 1.5364], [2.6026, 0.1714, 1.0592], [1.4542, 0.5281, 1.8135], [-1.6553, 1.6134, 5.1002], [-2.6633, 0.3885, 4.3016], [-2.5980, 2.0161, 3.5589], [-1.2978, -1.3024, 3.5750], [-0.4425, -1.0484, 2.1514], [-2.1379, -0.5059, 2.2276], [0.3420, -0.3576, 4.7067], [0.5470, 1.3895, 4.8539], [3.1775, 0.6117, 4.8295], [5.0696, 0.4839, 3.3205], [4.7893, 0.1815, 0.8828], [2.3937, -0.2069, 0.0593], [-3.6437, 4.4688, -0.1993], [-4.3849, 3.4949, 0.5713], [-5.6038, 4.1384, 1.1128], [-4.0708, 2.1746, 0.6343], [-2.4894, 1.6389, 0.0924], [-4.9923, 1.2865, 1.1113], [-5.0778, -0.0819, 0.5517], [-5.8269, 1.5506, 2.3135], [-3.9361, 5.4922, 0.0217], [-3.8835, 4.3177, -1.2963], [-2.5347, 4.3102, -0.1600], [-5.5620, 5.2244, 0.8328], [-5.5654, 4.0909, 2.2351], [-6.5781, 3.7600, 0.7080], [-5.7436, -0.0350, -0.3193], [-5.4785, -0.7920, 1.2728], [-4.0841, -0.4101, 0.1696], [-5.3165, 2.1900, 3.1092], [-6.0496, 0.5605, 2.7614], [-6.8206, 1.9436, 2.0753]],
  "lowdin_charge": [1.500, -0.053, -0.169, -0.176, -0.151, -0.219, -0.167, -0.100, 0.095, 0.165, 0.162, 0.103, 0.134, 0.145, 0.161, 0.131, 0.141, 0.138, 0.123, 0.018, 0.046, 0.147, -0.092, -0.137, 0.180, -0.151, 0.062, -0.317, 1.064, -0.426, -0.142, -0.071, -0.078, -0.070, -0.088, -0.353, -0.140, -0.067, -0.059, -0.056, -0.095, -0.566, 0.871, -0.269, 0.099, 0.111, 0.122, 0.135, 0.111, 0.129, 0.077, 0.100, 0.129, 0.139, 0.102, 0.000, -0.373, -0.183, -0.136, -0.251, -0.019, -0.039, -0.025, -0.111, -0.252, 0.097, 0.101, 0.073, 0.124, 0.046, 0.063, 0.166, 0.128, 0.137, 0.126, 0.124, 0.050, -0.076, -0.164, -0.017, -0.594, 0.641, -0.175, -0.024, -0.033, 0.094, 0.137, 0.036, 0.107, 0.104, 0.126, 0.112, 0.099, 0.046, 0.109, 0.103, 0.096]
}



No. 5
{
  "formula": "C2H3F3O3PtS",
  "method": "wB97M-V/def2-TZVPD",
  "homo_ha": [-0.2514, -0.2950],
  "energy_ha": -1120.51852,
  "spin_multiplicity": 3,
  "species": ["O", "Pt", "S", "O", "O", "C", "F", "F", "F", "C", "H", "H", "H"],
  "xyz": [[1.2373, 1.6471, 0.9539], [2.2675, 1.1771, -0.2440], [0.0564, -0.3800, -0.6276], [-0.5325, -1.3976, -1.5251], [1.1614, 0.3475, -1.3683], [-1.4065, 0.7853, -0.3741], [-2.4992, 0.2771, -0.9139], [-1.6158, 0.9590, 0.9189], [-1.1298, 1.9302, -0.9706], [0.5287, -1.2028, 0.8655], [0.7284, -2.2420, 0.5761], [1.5277, -0.7587, 1.1552], [-0.3236, -1.1423, 1.5539]],
  "mulliken_spin": [0.818, 1.111, -0.005, 0.000, 0.073, 0.001, -0.001, 0.001, -0.001, -0.002, -0.004, 0.012, -0.003]
}



No. 6
{
  "formula": "C3H5N3O",
  "method": "wB97M-V/def2-TZVPD",
  "smiles": "O=NN1C=CCN1",
  "homo_ha": -0.3089,
  "energy_ha": -356.62480,
  "e_above_lowest_kj_mol": 610.6,
  "species": ["O", "N", "N", "C", "C", "C", "N", "H", "H", "H", "H", "H"],
  "xyz": [[-1.9073, 2.4352, -0.7659], [-1.8487, 1.2533, -0.5837], [-0.7629, 0.6189, -0.4660], [0.8480, 0.9243, -0.3225], [1.3247, -0.1824, 0.2428], [0.3471, -1.2620, 0.4264], [-0.8408, -0.7833, -0.2937], [1.0809, 1.8769, -0.7343], [2.2723, -0.1847, 0.7360], [0.7282, -2.2770, 0.1506], [0.3345, -1.1879, 1.4748], [-1.5760, -1.2313, 0.1353]],
  "lowdin_charge": [-0.073, -0.156, -0.101, 0.101, -0.107, -0.196, 0.009, 0.091, 0.107, 0.140, 0.098, 0.088]
}